Formula: C18H26F5NNiO4
Source: the OMol25 dataset
Level of theory: the ωB97M-V functional and the def2-TZVPD basis

The HOMO energy (alpha / beta) comes out at -0.5324 / -0.5324 hartree. As for the LUMO energy (alpha / beta): -9.527 / -9.620 eV. The calculation puts the gap between HOMO and LUMO (alpha / beta) at 4.96 / 4.87 eV. The calculation puts the total energy at -3063.9777 Eh. The expectation value of S² is 2.010.

```
! RIJCOSX wB97M-V def2-TZVPD def2/J DEFGRID3
* xyz 2 3
C 1.8669 2.4161 1.5909
C 1.0134 3.4003 1.1112
C -0.0679 3.2685 0.1324
C -0.7143 1.8996 -0.1418
C 0.2001 0.7666 -0.6955
C 1.3918 1.1761 -1.5640
C 2.0637 -0.0721 -2.1717
C 2.6971 -1.0635 -1.1934
N 3.6202 -1.9784 -1.9352
C 3.3163 -3.3875 -1.6437
C 3.7859 -3.9955 -0.3494
O 2.6842 -4.0000 -2.4524
C -1.6125 2.2679 -1.3744
O -1.1896 2.7179 -2.4057
O -2.8980 2.0338 -1.1200
C -2.9967 0.9970 -0.0736
C -2.9680 -0.3374 -0.8523
C -2.3681 -1.6165 -0.2594
C -3.2263 -2.2714 0.8364
O -2.4702 -2.8887 1.8660
C -1.8619 1.5199 0.8303
C -1.4938 0.9386 2.1862
F -0.7642 -0.2031 2.1324
F -0.6476 1.8865 2.7514
C -2.6801 0.7655 3.2097
F -2.9863 -0.5039 3.3529
F -2.3266 1.2588 4.3886
F -3.7488 1.4401 2.7738
H 1.5448 1.5530 2.1623
H 2.9374 2.5755 1.4696
H 1.2041 4.4155 1.4798
H 0.3681 3.6530 -0.8120
H -0.8419 3.9997 0.3977
H 0.5027 0.1109 0.1250
H -0.4330 0.1538 -1.3391
H 2.1429 1.7768 -1.0372
H 1.0307 1.7474 -2.4180
H 1.2772 -0.6077 -2.7062
H 2.8357 0.2418 -2.8739
H 3.1589 -0.5816 -0.3223
H 1.9127 -1.6989 -0.7744
H 4.6192 -1.8807 -1.6904
H 4.3187 -4.9222 -0.5662
H 2.9200 -4.2679 0.2541
H 4.4465 -3.3547 0.2360
H -3.9868 1.1672 0.3359
H -2.5284 -0.1676 -1.8365
H -4.0121 -0.5849 -1.0584
H -2.3442 -2.3278 -1.0888
H -1.3294 -1.5146 0.0616
H -3.9304 -1.5599 1.2726
H -3.8324 -3.0528 0.3690
H -1.5580 -2.9733 1.5782
H -2.2496 2.4996 1.1316
Ni 6.2077 -0.8347 -1.2799
*
```

Formula: C18H26FN3O2
Source: the OMol25 dataset
Level of theory: the ωB97M-V functional and the def2-TZVPD basis

The HOMO energy comes out at -0.3110 hartree. As for the LUMO energy: 0.490 eV. The calculation puts the gap between HOMO and LUMO at 8.95 eV. The SMILES is CCN(CC(=O)NCc1ccc(F)cc1)CC(=O)NC1CCCC1. The value obtained for the energy relative to the best compared isomer or geometry (same formula, charge and spin) is 0.3770 eV. The calculation puts the total energy at -1116.1482 Eh.

```
! RIJCOSX wB97M-V def2-TZVPD def2/J DEFGRID3
* xyz 0 1
C 4.8257 1.3914 0.2652
C 3.9351 0.3544 -0.4289
N 2.5116 0.5106 -0.2206
C 1.9108 1.5830 -0.9878
C 1.6151 1.1142 -2.4169
O 1.8359 1.8004 -3.3967
N 1.0988 -0.1220 -2.4447
C 0.6148 -0.7427 -3.6573
C -0.8919 -0.7356 -3.6866
C -1.6223 -1.9068 -3.5436
C -3.0060 -1.8797 -3.5269
C -3.6460 -0.6611 -3.6471
F -4.9982 -0.6254 -3.6269
C -2.9451 0.5233 -3.7861
C -1.5641 0.4761 -3.8049
C 2.0539 0.4020 1.1395
C 0.6361 -0.1758 1.1666
O 0.1370 -0.7482 0.2169
N -0.0013 -0.0075 2.3394
C -1.3359 -0.5056 2.6041
C -1.3309 -1.5414 3.7496
C -2.3382 -1.0312 4.7833
C -2.3236 0.4823 4.5910
C -2.2690 0.6255 3.0723
H 5.8668 1.2011 0.0198
H 4.7122 1.3415 1.3463
H 4.5771 2.3973 -0.0641
H 4.1020 0.3964 -1.5074
H 4.2119 -0.6473 -0.0844
H 2.5329 2.4872 -1.0369
H 0.9516 1.8553 -0.5393
H 0.8569 -0.5491 -1.5533
H 1.0143 -0.1573 -4.4913
H 0.9947 -1.7669 -3.7155
H -1.1079 -2.8512 -3.4451
H -3.5863 -2.7826 -3.4191
H -3.4795 1.4557 -3.8782
H -0.9934 1.3864 -3.9119
H 2.0706 1.3576 1.6947
H 2.6983 -0.3081 1.6672
H 0.4672 0.4621 3.0989
H -1.6724 -0.9402 1.6605
H -0.3320 -1.5874 4.1870
H -1.5818 -2.5375 3.3917
H -3.3329 -1.4171 4.5584
H -2.0760 -1.3303 5.7968
H -3.1954 0.9689 5.0243
H -1.4294 0.9108 5.0478
H -1.9083 1.6004 2.7472
H -3.2632 0.4738 2.6527
*
```

Formula: C18H26N2O3S2
Source: the OMol25 dataset
Level of theory: the ωB97M-V functional and the def2-TZVPD basis

The HOMO energy comes out at -0.3030 hartree. As for the LUMO energy: 0.575 eV. The calculation puts the gap between HOMO and LUMO at 8.82 eV. The SMILES is CCCc1ccc(OC(=O)NC(=O)CCSC(=S)N(CC)CC)cc1. The value obtained for the energy relative to the best compared isomer or geometry (same formula, charge and spin) is 0.0361 eV. The calculation puts the total energy at -1833.1543 Eh.

```
! RIJCOSX wB97M-V def2-TZVPD def2/J DEFGRID3
* xyz 0 1
C 3.7914 -1.0218 -6.9691
C 3.1438 -1.2318 -5.6067
C 1.6139 -1.2756 -5.7078
C 1.0013 -1.4730 -4.3523
C 0.7241 -0.3833 -3.5362
C 0.1985 -0.5541 -2.2692
C -0.0581 -1.8367 -1.8134
O -0.5490 -2.0605 -0.5232
C -1.6397 -1.3894 -0.1316
O -2.3524 -0.7311 -0.8340
N -1.8220 -1.6280 1.2201
C -2.7089 -1.0615 2.1159
O -2.5875 -1.3011 3.2928
C -3.7755 -0.1515 1.5581
C -3.2289 1.2611 1.3527
S -2.6063 1.9572 2.9089
C -0.9094 1.4212 2.8970
S -0.1307 1.0940 1.4794
N -0.3195 1.3471 4.0905
C 1.0891 1.0063 4.1656
C 1.9973 2.2121 3.9433
C -1.0332 1.6091 5.3225
C -1.1060 3.0942 5.6685
C 0.2169 -2.9396 -2.6059
C 0.7490 -2.7504 -3.8675
H 3.4600 -0.0837 -7.4092
H 4.8745 -0.9935 -6.8764
H 3.5261 -1.8300 -7.6475
H 3.4993 -2.1677 -5.1703
H 3.4331 -0.4225 -4.9330
H 1.3236 -2.0927 -6.3712
H 1.2593 -0.3393 -6.1432
H 0.9209 0.6160 -3.8956
H -0.0074 0.2940 -1.6348
H -1.0995 -2.1964 1.6507
H -4.1325 -0.5248 0.5990
H -4.5925 -0.1230 2.2821
H -4.0211 1.9300 1.0211
H -2.4082 1.2753 0.6333
H 1.2980 0.2563 3.3968
H 1.2783 0.5642 5.1454
H 3.0359 1.8941 3.9708
H 1.8421 2.9665 4.7098
H 1.7964 2.6533 2.9707
H -0.5265 1.0656 6.1228
H -2.0460 1.2076 5.2238
H -0.1140 3.5032 5.8411
H -1.6974 3.2264 6.5701
H -1.5781 3.6468 4.8607
H 0.0139 -3.9297 -2.2281
H 0.9633 -3.6090 -4.4871
*
```

Formula: C18H26N2O4S
Source: the OMol25 dataset
Level of theory: the ωB97M-V functional and the def2-TZVPD basis

The HOMO energy comes out at -0.3391 hartree. As for the LUMO energy: -0.022 eV. The calculation puts the gap between HOMO and LUMO at 9.20 eV. The SMILES is CC(=O)c1ccc(S(=O)(=O)N(C)CC(=O)NCC2CCCCC2)cc1. The value obtained for the energy relative to the best compared isomer or geometry (same formula, charge and spin) is 1.4606 eV. The calculation puts the total energy at -1510.1757 Eh.

```
! RIJCOSX wB97M-V def2-TZVPD def2/J DEFGRID3
* xyz 0 1
C 2.9934 -0.4408 4.9289
C 2.7829 0.6593 3.9202
O 2.4474 1.7731 4.2543
C 3.0007 0.3156 2.4862
C 2.7814 1.3220 1.5438
C 2.9437 1.0720 0.1951
C 3.3201 -0.1941 -0.2084
S 3.4622 -0.5529 -1.9582
O 4.0900 -1.8307 -2.1213
O 4.0290 0.5891 -2.6129
N 1.9111 -0.7091 -2.5646
C 1.1410 0.5008 -2.6961
C 1.1979 -1.9182 -2.2343
C 0.2903 -1.7233 -1.0169
O 0.7306 -1.4907 0.0914
N -1.0279 -1.7983 -1.2839
C -2.0381 -1.5147 -0.2881
C -2.5272 -0.0601 -0.3420
C -3.1918 0.2631 -1.6815
C -3.6849 1.7076 -1.7074
C -4.6619 1.9618 -0.5644
C -4.0011 1.6469 0.7736
C -3.5091 0.2027 0.8004
C 3.5604 -1.2005 0.7053
C 3.4042 -0.9479 2.0551
H 2.3279 -1.2739 4.7154
H 2.7857 -0.0579 5.9249
H 4.0212 -0.7943 4.8875
H 2.4780 2.2963 1.8979
H 2.7964 1.8435 -0.5438
H 0.6367 0.7834 -1.7642
H 1.8362 1.2839 -2.9885
H 0.3957 0.3742 -3.4836
H 1.9621 -2.6650 -2.0110
H 0.6223 -2.2439 -3.1086
H -1.3372 -1.9327 -2.2327
H -2.8770 -2.2006 -0.4330
H -1.5808 -1.7063 0.6854
H -1.6559 0.5912 -0.2127
H -2.4843 0.1108 -2.5001
H -4.0390 -0.4108 -1.8347
H -2.8310 2.3819 -1.6102
H -4.1675 1.9151 -2.6647
H -4.9919 3.0020 -0.5820
H -5.5430 1.3288 -0.6923
H -3.1551 2.3200 0.9279
H -4.7102 1.8092 1.5873
H -3.0238 -0.0055 1.7557
H -4.3626 -0.4727 0.7029
H 3.8633 -2.1689 0.3409
H 3.5895 -1.7406 2.7617
*
```